--- 1 ---
12
Properties=species:S:1:pos:R:3 method="wB97M-V/def2-TZVPD" gap_ev=8.9 total_charge=0 lumo_ev=-0.256 homo_energy_ev=-9.15
O 1.43497 1.54841 -1.19038
N -0.49700 -0.11923 1.46039
N -0.32932 -0.57892 -0.75871
N -1.17774 -1.56812 -0.56289
C -1.29079 -0.93158 1.86389
C 1.19169 1.15164 0.13089
C 0.09422 0.13252 0.22652
H -1.65202 -1.76032 -1.45617
H 2.09744 0.73515 0.60746
H 1.23827 0.79361 -1.76181
H 0.90596 2.03706 0.71237
H -2.01569 -1.44022 0.72844

--- 2 ---
12
Properties=species:S:1:pos:R:3 method="wB97M-V/def2-TZVPD" gap_ev=9.7 total_charge=0 smiles=NNc1ccon1 lumo_ev=1.018 homo_energy_ev=-8.65
O -1.53350 0.46399 0.60363
N 1.30894 -0.51624 -0.87241
N 0.94554 -0.04743 -2.16183
N -0.85875 0.00955 -0.40548
C -0.81466 0.38847 1.79141
C 0.41329 -0.20672 0.07211
C 0.37906 -0.12448 1.49125
H 0.32815 0.66476 -2.33868
H 2.22703 -0.06653 -0.90758
H 1.12508 -0.40569 2.33990
H -1.51155 0.47080 2.68909
H 0.46307 -0.84008 -2.66235

Which one sits at the top of the stability order? 2 does.

--- 1 ---
8
Properties=species:S:1:pos:R:3 method="wB97M-V/def2-TZVPD" gap_ev="7.8 / 6.9" total_charge=0 lumo_ev="-1.017 / -1.278" homo_energy_ev="-8.81 / -8.18"
Cl 2.99842 1.00395 1.49427
P 1.33099 1.34315 0.40071
O 0.78381 -0.10483 0.30531
O -1.23266 1.07436 -0.86070
C -0.21066 -0.81525 -0.07507
C -1.30238 -0.10512 -0.61015
H -2.17841 -0.67066 -1.02930
H -0.18911 -1.72560 0.37493

--- 2 ---
8
Properties=species:S:1:pos:R:3 method="wB97M-V/def2-TZVPD" gap_ev="7.1 / 8.3" total_charge=0 lumo_ev="-0.586 / -0.599" homo_energy_ev="-7.70 / -8.87"
Cl 0.24209 -1.31097 -0.53718
P 0.25668 0.69814 -2.00120
O -1.24217 0.84348 0.28788
O 1.23856 1.62680 -1.44571
C 0.25607 -0.90578 1.13007
C -1.17867 1.16043 -0.83633
H 1.00879 -0.70314 1.77969
H -0.58135 -1.40896 1.62278

Which one sits at the top of the stability order? 1 does.

--- 1 ---
18
Properties=species:S:1:pos:R:3 method="wB97M-V/def2-TZVPD" gap_ev=9.1 total_charge=0 smiles="C=C1C=CCC12CC2" lumo_ev=1.124 homo_energy_ev=-7.94
C -0.71508 -1.04031 1.68703
C 0.34304 1.35497 -1.00210
C 0.07523 -1.36343 -1.23502
C -0.42078 -0.08984 0.78594
C 0.17484 -0.08086 -0.47690
C -0.43037 2.07045 0.11666
C 1.32156 -1.24981 -0.51219
C -0.69475 1.33455 1.14550
H 1.41233 -1.74933 0.49649
H -0.76105 3.08337 -0.04502
H -1.03458 1.47500 2.20666
H -0.11803 1.52231 -1.97235
H -0.79181 -2.08637 -0.88021
H 1.29991 1.76574 -1.18591
H 0.02498 -1.31213 -2.30746
H -1.19687 -0.83312 2.64486
H 2.22002 -0.63300 -0.91615
H -0.70859 -2.16819 1.45018

--- 2 ---
18
Properties=species:S:1:pos:R:3 method="wB97M-V/def2-TZVPD" gap_ev=10.1 total_charge=0 smiles="c1ccccc1.C=C" lumo_ev=0.973 homo_energy_ev=-9.11
C -0.42489 2.02773 -1.07312
C 1.03300 0.82266 0.24646
C -0.09764 1.56266 0.10201
C -2.20540 -3.18945 1.51147
C -1.10049 -2.68098 2.07789
C 2.11479 0.86491 -0.77181
C 1.70255 1.32008 -2.01196
C 0.41327 1.90140 -2.17533
H 2.34907 1.12850 -2.81339
H -1.37701 2.55294 -1.00854
H -2.16198 -3.05207 0.44901
H -1.00204 -2.43051 3.22919
H 1.36310 0.47753 1.10724
H -0.24963 -2.26463 1.68245
H -0.80847 1.82977 0.97297
H 3.11355 0.55655 -0.32516
H 0.32147 2.23227 -3.16096
H -2.98323 -3.65938 1.96158

Which one sits at the top of the stability order? 2 does.

--- 1 ---
18
Properties=species:S:1:pos:R:3 method="wB97M-V/def2-TZVPD" gap_ev="9.8 / 6.7" total_charge=0 lumo_ev="0.647 / -2.392" homo_energy_ev="-9.11 / -9.08" multiplicity=2
O 0.16123 2.16714 0.31272
N 0.39621 1.49158 -2.26079
C -0.94159 -0.56320 1.14726
C -0.55462 -1.93860 0.67226
C -0.22073 0.04761 2.10973
C 0.49067 -1.59976 -0.42974
H -0.14509 -1.27365 -1.29319
H -0.00414 -2.53945 1.43616
H 0.32102 3.05911 0.66949
H -0.40655 1.33208 -2.86754
H 0.11584 1.13548 1.99406
H -1.45171 -2.52679 0.38226
H 1.15228 -2.37068 -0.90658
H 0.33184 -0.31438 2.96994
H 0.05720 2.09962 -1.47017
H 1.00843 -0.66363 -0.21002
H 0.98364 2.19592 -2.68445
H -1.29393 0.26158 0.42858

--- 2 ---
18
Properties=species:S:1:pos:R:3 method="wB97M-V/def2-TZVPD" gap_ev="3.7 / 7.9" total_charge=0 lumo_ev="0.301 / 0.022" homo_energy_ev="-3.35 / -7.92" multiplicity=2
O 1.61288 1.25460 0.36362
N -0.78391 0.64272 1.20094
C 0.96624 -0.04044 -1.62575
C -2.08665 0.51042 1.92000
C 0.64596 -1.54347 -1.39819
C 1.92729 0.50059 -0.58580
H 0.48624 -1.74639 -0.33572
H -2.85628 0.52082 1.15030
H -2.20244 1.35947 2.58602
H -0.62947 1.50305 0.64341
H 0.04062 0.55525 -1.61488
H 1.40828 0.07457 -2.62019
H 0.02464 0.50483 1.81276
H -2.04734 -0.42754 2.46398
H 1.48528 -2.16021 -1.70921
H 2.99288 0.38334 -0.84091
H -0.29584 -1.78861 -1.90413
H -0.68839 -0.10299 0.49375

Which one sits at the top of the stability order? 2 does.

--- 1 ---
17
Properties=species:S:1:pos:R:3 method="wB97M-V/def2-TZVPD" gap_ev=5.7 total_charge=-1 smiles=C[C@H](CS)NC[O-] lumo_ev=2.999 homo_energy_ev=-2.72
S 1.32998 0.02458 -2.77358
O -2.60918 1.23265 1.74483
N -0.69196 0.02268 0.88327
C 0.41542 -0.39931 0.06397
C 0.42809 0.41871 -1.20492
C -2.28966 0.25265 0.98485
C 1.81505 -0.33362 0.77268
H -2.60446 0.30531 -0.09550
H 0.34393 0.11629 -3.69624
H -0.46179 -0.12684 1.85559
H 0.73758 1.42674 -0.92247
H 1.77957 0.05432 1.78805
H -2.54593 -0.79607 1.28296
H 0.26659 -1.47889 -0.10463
H 2.14092 -1.37587 0.86010
H -0.60759 0.54913 -1.53724
H 2.55346 0.10754 0.09829

--- 2 ---
17
Properties=species:S:1:pos:R:3 method="wB97M-V/def2-TZVPD" gap_ev=5.3 total_charge=-1 smiles=[O-]CNCCCS lumo_ev=2.916 homo_energy_ev=-2.34
S 0.69742 2.15345 2.06492
O 1.24825 -1.34353 -3.28987
N 0.22409 -0.28662 -1.38668
C 0.31407 -0.48044 0.14584
C -0.88219 0.07023 0.92721
C 0.55867 -1.54397 -2.19849
C -0.76184 1.63692 1.00265
H 0.33986 -1.52504 0.52000
H -0.89186 -0.48850 1.87120
H 0.95027 0.39683 -1.66312
H -0.54496 2.11555 0.04124
H 1.13741 -2.04105 -1.30126
H -1.69027 2.01907 1.49258
H 0.29112 1.62191 3.17208
H -0.40379 -2.20313 -2.19565
H -1.81211 -0.12907 0.37056
H 1.22587 0.02739 0.42680

--- 3 ---
17
Properties=species:S:1:pos:R:3 method="wB97M-V/def2-TZVPD" gap_ev=5.7 total_charge=-1 smiles=C[C@H](CS)NC[O-] lumo_ev=3.067 homo_energy_ev=-2.63
S -1.34866 -1.03503 -1.98970
O 0.88296 0.25077 2.68359
N 1.49270 0.64176 0.35947
C -0.38052 -0.79792 -0.48619
C -0.81303 1.56380 0.28504
C 0.21276 0.62170 -0.36615
C 1.58120 -0.20712 1.64129
H 1.60840 1.57898 0.72719
H 0.40427 -1.51197 -0.33014
H -0.99817 2.49068 -0.26648
H -1.00814 -0.98550 0.38000
H -1.78334 1.06028 0.41802
H 1.22520 -1.20196 1.31078
H -0.54197 1.70342 1.32303
H -2.32970 -0.22121 -1.57356
H 0.45993 0.88967 -1.39452
H 2.67346 -0.14821 1.84764

Which one sits at the top of the stability order? 3 does.

--- 1 ---
15
Properties=species:S:1:pos:R:3 method="wB97M-V/def2-TZVPD" gap_ev=6.4 total_charge=0 lumo_ev=-3.203 homo_energy_ev=-9.58
S -0.91864 0.85275 -1.87308
C 0.12650 -1.05337 0.80261
C 0.48445 -1.94579 -0.39677
C 0.65077 0.35793 0.82739
C 0.55497 1.07476 2.26311
H -1.00033 -1.12539 0.80146
H -0.44552 0.90137 2.75079
H 0.01136 0.85465 -0.01024
H 1.22783 -2.60344 -0.04912
H 1.71050 0.50455 0.53206
H -0.41179 -2.52130 -0.65231
H 1.12254 0.75193 3.16101
H 0.28496 -1.72148 1.63074
H 0.79434 -1.41615 -1.19926
H 0.50425 2.13016 2.02606

--- 2 ---
15
Properties=species:S:1:pos:R:3 method="wB97M-V/def2-TZVPD" gap_ev=9.9 total_charge=0 smiles="C=C.CCS" lumo_ev=0.950 homo_energy_ev=-8.94
S 0.86567 2.13983 0.44826
C -1.67795 -2.07211 2.43326
C 1.60067 1.33030 -2.09906
C 0.41025 1.36157 -1.16579
C -1.00781 -2.25721 1.30779
H 2.48749 1.20383 -1.47223
H 0.08351 0.36455 -0.87635
H -0.47680 1.86597 -1.54333
H -2.64662 -2.51783 2.62846
H 0.07852 -2.22429 1.34859
H -1.43563 -2.50949 0.34432
H -0.42406 2.10789 0.79672
H 1.76636 2.26521 -2.62543
H 1.58822 0.47443 -2.77298
H -1.21182 -1.53265 3.24775

Which one sits at the top of the stability order? 2 does.